Formula: C20H15Cl2IN3O5PtS
Source: the OMol25 dataset
Level of theory: wB97M-V/def2-TZVPD

```
48
C20H15Cl2IN3O5PtS wB97M-V/def2-TZVPD
N -0.8243 0.9392 1.3015
C 0.9466 -2.5386 -2.3801
H -4.4996 2.3916 2.8429
H 1.9316 0.4320 1.0798
H -0.8442 -2.7995 0.2318
C 1.7789 -1.7019 -1.6377
H -5.0765 0.1793 -1.0481
O 0.7830 -4.5455 -3.7003
N -3.4473 0.7072 0.1468
H 4.6416 -3.4981 -1.6810
C -1.8898 1.4642 1.8545
H 3.5152 1.2262 2.8589
O -1.0579 -2.8603 -3.5760
C 1.9803 2.1530 4.0463
O 1.4588 1.8045 -1.1852
N -1.5810 2.1251 3.0049
C -0.2153 1.9935 3.2082
C 0.3102 3.0480 -2.8923
O -1.1488 -1.3772 -1.9628
C 3.6107 -3.2256 -1.8766
Pt -0.8515 -0.2494 -0.3248
H -0.0781 -4.0481 -3.8498
C -3.2603 1.3730 1.3271
C -0.8038 -1.8771 0.8094
C 1.6014 0.9672 1.9592
Cl 1.5957 2.8310 -4.0938
H -2.2472 2.5063 3.6498
H 0.0468 -1.9185 1.4901
C -4.3906 1.8600 1.9127
C -4.6977 0.6671 -0.1627
C 2.8213 -4.0620 -2.6417
H 1.3841 -0.7618 -1.2707
C 1.4961 -3.7198 -2.9186
H 3.7214 -1.3584 -0.8077
H 0.2829 3.0159 5.0555
H 2.6880 2.4961 4.7901
C 0.6425 2.4555 4.2028
H 3.2070 -4.9831 -3.0592
C 3.0983 -2.0315 -1.3821
I -2.4872 -2.1281 2.2206
C 0.2507 1.2623 2.1187
C -0.4997 -2.2268 -2.6545
O -0.7472 1.4745 -1.5562
C 0.3965 1.9966 -1.7559
C 2.4547 1.4236 2.9407
S -5.7466 1.4479 0.9671
H -0.6361 2.9756 -3.4111
Cl 0.3864 4.6948 -2.1905
```

Computed properties:
- Charge: -1
- Energy relative to the best compared isomer or geometry (same formula, charge and spin): 0.0 kJ/mol
- Spin multiplicity: 1
- Orbital gap: 6.94 eV